[1]
86
Properties=species:S:1:pos:R:3:mulliken_charge:R:1 method="wB97M-V/def2-TZVPD" spin_multiplicity=4 de_lowest_kj_mol=0.0 s2=3.7603 total_energy_ha=-3424.363276 e_homo_ha="-0.239 / -0.271" molar_mass_g_mol=714.744 fmax_ev_per_a=0.58
V -0.3945 -1.1143 -0.3615 -0.041
C -0.4371 5.5085 -3.1286 -0.830
O 0.9652 5.5921 -2.9017 -0.512
C 1.4259 5.3535 -1.6362 0.504
C 2.2472 6.3259 -1.0790 -0.447
C 2.8072 6.1494 0.1742 -0.537
C 2.5264 4.9963 0.8953 -1.212
C 1.7021 4.0280 0.3498 0.352
C 1.1633 4.1775 -0.9276 -0.504
N 0.3808 3.1502 -1.5202 -0.075
C 0.5580 1.8063 -1.2157 -0.106
N 1.8445 1.4341 -1.1897 0.049
C 2.4616 0.1864 -0.9168 0.188
C 1.7615 -0.9858 -0.6342 -0.852
C 2.5674 -2.1196 -0.4333 0.067
C 3.9525 -2.0998 -0.5055 -0.913
C 4.6112 -0.9043 -0.7710 -0.408
C 3.8610 0.2357 -0.9655 0.856
O 4.4723 1.4502 -1.2466 -0.626
C 4.9115 2.1610 -0.0904 -0.731
N -0.4577 1.0038 -1.0489 0.136
C -1.7467 1.6009 -1.0445 -0.154
C -2.6115 1.4201 -2.1105 -0.192
C -3.9011 1.9412 -2.0878 -1.148
C -4.3324 2.6423 -0.9765 -0.753
C -3.4802 2.8360 0.1081 -0.735
C -2.1908 2.3258 0.0748 0.784
O -1.2768 2.4770 1.0641 0.343
C -1.7171 3.0386 2.2862 -1.275
H -0.6755 6.2433 -3.8947 0.306
H -0.9986 5.7520 -2.2222 0.312
H -0.7263 4.5217 -3.4916 0.289
H 2.4403 7.2164 -1.6633 0.458
H 3.4530 6.9126 0.5883 0.398
H 2.9452 4.8504 1.8826 0.444
H 1.4729 3.1254 0.9028 0.815
H -0.5827 3.3858 -1.6999 0.406
H 2.5041 2.1402 -1.4836 0.359
H 2.0801 -3.0644 -0.2051 0.514
H 4.5241 -3.0083 -0.3532 0.464
H 5.6909 -0.8445 -0.8386 0.438
H 5.9485 1.9074 0.1414 0.324
H 4.2857 1.9235 0.7731 0.287
H 4.8401 3.2279 -0.3017 0.225
H -2.2575 0.8494 -2.9606 0.500
H -4.5611 1.7920 -2.9328 0.438
H -5.3347 3.0501 -0.9418 0.427
H -3.8285 3.3892 0.9693 0.507
H -0.8730 2.9766 2.9675 0.250
H -2.5546 2.4725 2.7000 0.416
H -2.0066 4.0857 2.1635 0.383
C -4.8139 -1.4765 -0.7973 -1.734
C -3.4046 -1.9802 -0.5920 0.664
O -2.5405 -1.1235 -0.3453 0.251
C -3.1167 -3.3953 -0.6532 0.697
C -4.1617 -4.3174 -0.8858 -0.795
C -3.9467 -5.6687 -0.9257 -0.902
C -2.6360 -6.1439 -0.7390 -0.517
C -1.5944 -5.2873 -0.5164 -0.703
C -1.7739 -3.8707 -0.4583 -0.106
O -0.7550 -3.1327 -0.2203 0.181
H -4.7970 -0.3899 -0.7588 0.125
H -5.4800 -1.8619 -0.0226 0.399
H -5.2065 -1.8035 -1.7610 0.455
H -5.1681 -3.9485 -1.0332 0.377
H -4.7615 -6.3561 -1.1050 0.384
H -2.4493 -7.2110 -0.7812 0.427
H -0.5788 -5.6465 -0.3964 0.508
N -2.2794 -2.4810 2.4862 -0.378
C -0.9345 -2.3369 2.4622 0.246
S -0.2815 -0.7963 2.2189 -0.511
N -0.2488 -3.4733 2.6398 -0.161
C 1.1458 -3.7277 2.5635 0.645
C 2.1226 -2.8336 2.9799 -0.144
C 3.4595 -3.1882 2.8661 -0.671
C 3.8324 -4.4229 2.3606 -0.577
C 2.8505 -5.3211 1.9658 -0.684
C 1.5147 -4.9741 2.0661 -0.453
H -2.7797 -1.6726 2.1560 0.234
H -2.6889 -3.3788 2.2714 0.284
H -0.7997 -4.3173 2.5778 0.312
H 1.8483 -1.8664 3.3660 0.468
H 4.2155 -2.4770 3.1728 0.383
H 4.8789 -4.6838 2.2717 0.445
H 3.1223 -6.2904 1.5691 0.368
H 0.7470 -5.6671 1.7375 0.297

[2]
84
Properties=species:S:1:pos:R:3:mulliken_charge:R:1 method="wB97M-V/def2-TZVPD" spin_multiplicity=2 de_lowest_kj_mol=34.2 total_charge=-1 s2=0.7563 total_energy_ha=-3797.685419 e_homo_ha="-0.132 / -0.154" molar_mass_g_mol=702.386 fmax_ev_per_a=0.82
Ti 0.9241 -1.1212 0.3357 -0.870
C -0.9857 1.8907 3.5458 -1.319
C -0.2504 0.5945 3.3736 0.781
C 1.0871 0.5975 2.9996 0.144
C 1.8222 -0.5813 2.8977 -0.033
C 3.3006 -0.5343 2.6051 -1.420
C 1.1474 -1.8012 3.0633 -0.947
C -0.2170 -1.8296 3.3548 1.148
C -0.9520 -3.1379 3.4421 -1.720
C -0.8913 -0.6300 3.5434 -0.389
H -0.9150 2.2366 4.5807 0.498
H -2.0406 1.7908 3.2940 0.230
H -0.5543 2.6608 2.9058 0.131
H 1.5556 1.5388 2.7287 0.346
H 3.8531 -0.3593 3.5331 0.460
H 3.5328 0.2734 1.9099 0.185
H 3.6555 -1.4667 2.1687 0.186
H 1.6916 -2.7329 2.9601 0.476
H -1.5212 -3.2101 4.3707 0.467
H -0.2640 -3.9811 3.3927 0.354
H -1.6542 -3.2334 2.6116 0.271
H -1.9502 -0.6480 3.7809 0.371
C -1.9155 0.6692 -2.7295 -1.784
C -0.8674 1.7135 -2.3337 2.585
C 0.4868 1.3316 -2.9372 -1.764
C -1.2911 3.0871 -2.8645 -1.874
Si -0.7411 1.7516 -0.4440 -2.563
O -0.3060 0.3406 0.1862 2.304
C -2.4610 2.1287 0.2661 1.218
C -3.1114 3.3621 0.2488 -0.717
C -4.3847 3.5238 0.7782 -0.859
C -5.0505 2.4369 1.3256 -0.582
C -4.4342 1.1926 1.3327 -0.572
C -3.1559 1.0445 0.8128 -0.096
C 0.5509 3.0177 0.1089 1.264
C 1.8883 2.6565 -0.0935 0.096
C 2.9254 3.4812 0.3196 -0.799
C 2.6477 4.6851 0.9551 -0.723
C 1.3290 5.0585 1.1677 -0.603
C 0.2957 4.2326 0.7412 -0.315
H -1.9753 0.5949 -3.8216 0.522
H -2.9089 0.9325 -2.3563 0.267
H -1.6612 -0.3170 -2.3356 0.121
H 0.3913 1.2315 -4.0251 0.581
H 0.8655 0.3877 -2.5362 0.118
H 1.2447 2.0938 -2.7418 0.303
H -1.3536 3.0628 -3.9589 0.462
H -0.5701 3.8626 -2.5919 0.334
H -2.2744 3.3827 -2.4893 0.325
H -2.6223 4.2252 -0.1909 0.303
H -4.8592 4.4979 0.7584 0.405
H -6.0452 2.5578 1.7376 0.363
H -4.9511 0.3333 1.7447 0.427
H -2.6765 0.0720 0.8246 0.296
H 2.1312 1.7088 -0.5704 0.061
H 3.9493 3.1747 0.1405 0.485
H 3.4554 5.3286 1.2827 0.355
H 1.1029 5.9931 1.6677 0.412
H -0.7268 4.5366 0.9342 0.177
O -0.1474 -3.7733 -1.5343 -0.520
B -0.4501 -2.6656 -0.6968 0.257
O -1.8684 -2.4823 -0.7671 0.172
C -2.3600 -3.4158 -1.6240 0.584
C -3.6598 -3.6235 -2.0332 -1.112
C -3.8821 -4.6627 -2.9369 -0.558
C -2.8356 -5.4484 -3.4016 -0.465
C -1.5226 -5.2295 -2.9851 -1.033
C -1.3093 -4.2016 -2.0908 0.762
H -4.4629 -2.9976 -1.6681 0.507
H -4.8884 -4.8572 -3.2858 0.375
H -3.0415 -6.2454 -4.1051 0.364
H -0.7007 -5.8323 -3.3467 0.479
Cl 4.2436 0.7834 -2.3986 -0.234
C 4.5891 -0.8110 -1.7856 0.420
C 5.8129 -1.3822 -2.0661 -0.629
C 6.1334 -2.6439 -1.5786 -0.349
C 5.2086 -3.3220 -0.7912 -0.689
C 3.9959 -2.7320 -0.5227 0.616
Cl 2.8259 -3.5445 0.4902 -0.246
C 3.5822 -1.4500 -1.0085 -0.720
N 2.4054 -0.9354 -0.7138 -0.010
H 6.5181 -0.8265 -2.6706 0.386
H 7.0925 -3.0894 -1.8052 0.360
H 5.4271 -4.3011 -0.3849 0.399

[3]
84
Properties=species:S:1:pos:R:3:mulliken_charge:R:1 method="wB97M-V/def2-TZVPD" spin_multiplicity=4 de_lowest_kj_mol=99.7 total_charge=+3 s2=3.8041 total_energy_ha=-3330.146711 e_homo_ha="-0.551 / -0.545" molar_mass_g_mol=671.588 fmax_ev_per_a=5.70
C 4.1269 6.9464 1.9682 -1.196
C 3.5696 5.7085 2.5581 0.585
C 3.3076 5.4585 3.8898 -0.600
C 2.6303 4.2085 4.1214 -0.991
C 2.3679 3.5410 2.9470 0.314
B 1.6008 2.1279 2.7631 1.735
C -0.0388 2.4314 2.7376 -0.293
C -0.7229 2.6922 3.9196 -1.149
C -2.1035 2.8993 3.8960 -0.592
C -2.8307 2.7507 2.6867 1.296
N -4.1881 2.9225 2.6659 0.161
C -5.0379 2.3596 1.6362 -0.894
C -4.8763 3.7590 3.6249 -1.000
C -2.1141 2.4400 1.5018 -0.548
C -0.7236 2.3495 1.5302 -0.544
O 1.9988 1.5406 1.5138 -0.695
C 2.3692 0.2199 1.8512 1.748
C 1.1433 -0.6805 1.7783 -2.163
C 3.4398 -0.2310 0.8669 -1.922
C 2.8570 0.3772 3.3960 1.531
C 2.7325 -0.8888 4.2384 -1.797
C 4.2792 0.9280 3.4388 -1.869
O 1.9584 1.3381 3.9105 -0.639
S 3.0805 4.3523 1.5815 -0.058
H 4.4516 7.6201 2.7673 0.368
H 4.9825 6.7110 1.3253 0.356
H 3.3610 7.4592 1.3711 0.319
H 3.5724 6.1631 4.6746 0.396
H 2.3396 3.8680 5.1124 0.569
H -0.1846 2.7583 4.8639 0.454
H -2.6400 3.1476 4.8121 0.409
H -4.5111 1.6034 1.0441 0.171
H -5.9078 1.8805 2.1118 0.374
H -5.4053 3.1514 0.9627 0.376
H -4.1681 4.2779 4.2766 0.333
H -5.4757 4.5147 3.0937 0.348
H -5.5506 3.1465 4.2421 0.375
H -2.6455 2.3333 0.5552 0.565
H -0.1887 2.2272 0.5897 0.557
H 1.4086 -1.7358 1.8961 0.330
H 0.4203 -0.4284 2.5686 0.286
H 0.6463 -0.5678 0.8074 0.598
H 3.7809 -1.2459 1.1052 0.311
H 3.0239 -0.2424 -0.1466 0.465
H 4.2959 0.4518 0.8660 0.423
H 3.3945 -1.6752 3.8544 0.306
H 3.0266 -0.6640 5.2693 0.532
H 1.7017 -1.2574 4.2468 0.235
H 4.9907 0.1480 3.1477 0.433
H 4.3886 1.7872 2.7650 0.264
H 4.5253 1.2486 4.4561 0.406
O -2.8067 -8.1996 6.6367 -0.223
C -1.7823 -7.6818 6.4277 0.457
Cr -0.1176 -7.0804 5.6901 -0.271
C -1.1919 -6.9655 4.1430 0.490
O -1.9445 -7.0764 3.2560 -0.296
C -0.0332 -8.9314 5.1827 0.438
O -0.2496 -10.0222 4.8269 -0.213
C 1.2462 -6.8523 7.3835 -0.622
C 0.2582 -5.8601 7.4265 -0.661
C 0.0095 -5.0646 6.2987 -0.158
C 0.8134 -5.1792 5.1359 1.344
C 0.4641 -4.4705 3.9197 -0.790
C -0.0580 -3.9630 2.9257 -0.274
C -0.5048 -3.3864 1.7753 -0.345
C -1.8079 -2.8114 1.6793 1.012
C -2.2400 -2.2671 0.4427 -0.251
C -3.5074 -1.7178 0.3117 -0.895
C -4.3760 -1.6728 1.4131 -0.294
C -3.9659 -2.1912 2.6508 -0.926
C -2.6995 -2.7519 2.7905 -0.126
C 1.7386 -6.2466 5.0850 -0.400
C 1.9845 -7.0432 6.2092 -0.571
H 1.4129 -7.4994 8.2476 0.528
H -0.3452 -5.7230 8.3274 0.574
H -0.8169 -4.3496 6.2864 0.587
H 0.1202 -3.3884 0.8759 0.438
H -1.5525 -2.3106 -0.4047 0.436
H -3.8247 -1.3286 -0.6577 0.450
H -5.3728 -1.2451 1.3000 0.552
H -4.6449 -2.1568 3.5067 0.452
H -2.3695 -3.1603 3.7479 0.404
H 2.2430 -6.4443 4.1353 0.602
H 2.7343 -7.8352 6.1502 0.573

[4]
81
Properties=species:S:1:pos:R:3:mulliken_charge:R:1 method="wB97M-V/def2-TZVPD" de_lowest_kj_mol=322.9 total_charge=+2 total_energy_ha=-3775.079171 e_homo_ha="-0.490 / -0.490" molar_mass_g_mol=698.342 fmax_ev_per_a=9.24
Tc 0.0000 0.0000 0.0000 0.531
C -1.5772 0.4690 -6.6577 -1.972
C -2.3507 1.2897 -5.6008 1.668
C -3.8390 0.8945 -5.7177 -1.578
C -2.1909 2.7793 -5.9753 -1.565
C -1.8690 1.0660 -4.1563 0.411
C -2.4814 1.7457 -3.1012 -0.705
C -2.0332 1.5295 -1.8157 -0.671
N -1.0267 0.6917 -1.5066 -0.354
C -0.3777 -0.0111 -2.4968 -0.060
C -0.8136 0.1886 -3.8241 0.451
C 0.7981 -0.9956 -2.1776 -0.227
C 1.4482 -1.7049 -3.2072 0.032
C 2.5150 -2.6046 -2.9660 0.785
C 2.9129 -2.7716 -1.6420 -0.520
C 2.2566 -2.0629 -0.6566 -0.640
N 1.2427 -1.2086 -0.8927 -0.265
C 3.1836 -3.3491 -4.1349 1.523
C 2.1362 -4.2149 -4.8681 -1.532
C 3.7848 -2.3292 -5.1260 -1.547
C 4.3291 -4.2911 -3.6987 -2.022
H -1.9592 0.6650 -7.6670 0.398
H -1.6734 -0.6087 -6.4817 0.443
H -0.5104 0.7213 -6.6634 0.444
H -4.2001 1.0133 -6.7459 0.453
H -4.4826 1.5099 -5.0795 0.349
H -3.9929 -0.1520 -5.4288 0.387
H -2.4967 2.9615 -7.0123 0.452
H -1.1478 3.1018 -5.8735 0.383
H -2.8005 3.4336 -5.3425 0.347
H -3.2998 2.4392 -3.2620 0.496
H -2.4839 2.0394 -0.9694 0.573
H -0.3312 -0.3434 -4.6302 0.467
H 1.1417 -1.5777 -4.2367 0.272
H 3.7174 -3.4348 -1.3479 0.607
H 2.5361 -2.1645 0.3880 0.398
H 1.3364 -3.6121 -5.3120 0.318
H 1.6668 -4.9306 -4.1829 0.396
H 2.5961 -4.7858 -5.6832 0.450
H 3.0202 -1.6863 -5.5754 0.322
H 4.3010 -2.8359 -5.9498 0.450
H 4.5118 -1.6768 -4.6280 0.399
H 3.9722 -5.0712 -3.0161 0.431
H 5.1348 -3.7417 -3.1980 0.430
H 4.7742 -4.7985 -4.5631 0.400
O -0.9878 -0.8277 1.0893 -0.567
C 0.9915 1.5009 0.9811 -0.109
Ge 1.1015 1.0704 2.8760 1.414
C 2.1498 2.4213 3.7629 0.287
C 3.3215 2.0851 4.4556 -0.286
C 4.0672 3.0802 5.0955 -0.646
C 3.6454 4.4122 5.0470 -0.489
C 2.4764 4.7504 4.3587 -0.691
C 1.7293 3.7570 3.7182 -0.422
C 1.9138 -0.6719 3.0423 0.403
C 1.2326 -1.7255 3.6684 -0.261
C 1.8351 -2.9828 3.7787 -0.810
C 3.1175 -3.1930 3.2635 -0.450
C 3.7985 -2.1460 2.6360 -0.929
C 3.1980 -0.8881 2.5243 -0.288
C -0.6510 1.0975 3.6771 0.095
C -1.7855 1.3712 2.9013 -0.361
C -3.0518 1.3914 3.4950 -0.692
C -3.1879 1.1400 4.8636 -0.499
C -2.0576 0.8688 5.6403 -0.700
C -0.7908 0.8482 5.0488 -0.075
H 3.6587 1.0592 4.5049 0.317
H 4.9714 2.8187 5.6298 0.416
H 4.2232 5.1814 5.5429 0.406
H 2.1494 5.7814 4.3221 0.409
H 0.8247 4.0271 3.1880 0.367
H 0.2395 -1.5800 4.0696 0.482
H 1.3075 -3.7943 4.2629 0.463
H 3.5825 -4.1666 3.3495 0.439
H 4.7908 -2.3089 2.2360 0.492
H 3.7323 -0.0828 2.0362 0.477
H -1.6930 1.5677 1.8415 0.278
H -3.9272 1.6021 2.8944 0.399
H -4.1683 1.1560 5.3219 0.417
H -2.1630 0.6751 6.6999 0.421
H 0.0802 0.6386 5.6570 0.491